# 1
This record from OMol25 describes a molecular structure, C12H30B2N3O3Yb. The level of theory is wB97M-V/def2-TZVPD.

Structure (ORCA input):
```
! wB97M-V def2-TZVPD RIJCOSX def2/J DEFGRID3
* xyz 1 1
C -0.445 3.539 2.657
C 0.070 4.072 1.302
B 0.767 2.992 0.397
O 1.947 3.268 -0.229
C 0.128 1.566 0.096
O 1.187 0.640 0.306
B 0.966 -0.432 -0.711
N -0.071 -1.420 -0.053
C 2.347 -1.190 -1.176
C 2.626 -2.477 -0.438
C 1.855 -3.659 -0.986
C 1.908 -4.795 0.015
N 3.217 -5.479 -0.231
O 0.455 0.288 -1.854
C -0.261 1.424 -1.424
C -1.736 1.195 -1.712
C -2.707 2.223 -1.146
C -3.020 2.197 0.344
C -3.332 0.829 0.953
N -4.048 -0.063 0.027
H 0.052 4.033 3.482
H -0.323 2.464 2.747
H -1.503 3.748 2.774
H 0.794 4.865 1.487
H -0.734 4.545 0.741
H 2.531 3.759 0.350
H -0.668 1.315 0.791
H -0.016 -1.448 0.955
H -1.027 -1.276 -0.344
H 2.353 -1.358 -2.250
H 3.162 -0.495 -0.973
H 2.379 -2.344 0.613
H 3.713 -2.725 -0.524
H 2.279 -3.989 -1.932
H 0.815 -3.412 -1.164
H 1.064 -5.472 -0.007
H 1.961 -4.375 1.015
H 3.091 -6.363 -0.726
H 3.689 -5.664 0.654
H 0.123 2.299 -1.946
H -1.980 0.173 -1.445
H -1.827 1.251 -2.795
H -3.629 2.207 -1.716
H -2.258 3.197 -1.356
H -2.235 2.685 0.913
H -3.907 2.811 0.495
H -2.427 0.370 1.345
H -3.961 1.008 1.823
H -4.983 -0.241 0.362
H -3.601 -0.966 -0.006
Yb 5.223 -5.322 0.500
*
```

Values from the calculation:
**HOMO**: -0.336 Ha
**Lowest unoccupied orbital energy**: -7.06 eV

# 2
This record from OMol25 describes a molecular structure, C17H19CrF9MgN3O20PS2. The level of theory is wB97M-V/def2-TZVPD.

Structure (ORCA input):
```
! wB97M-V def2-TZVPD RIJCOSX def2/J DEFGRID3
* xyz -1 4
Cr -8.526 7.019 34.712
Mg -8.750 10.119 36.252
O -9.744 6.087 35.883
H -10.606 5.694 35.716
C -11.732 10.090 33.166
F -12.326 9.375 32.203
F -11.852 11.393 32.902
F -12.444 9.814 34.260
S -9.966 9.678 33.464
O -9.945 8.319 33.989
O -9.270 9.824 32.212
O -9.587 10.604 34.527
C -13.040 9.932 37.758
F -13.308 11.226 37.511
F -13.737 9.534 38.818
F -13.464 9.210 36.718
S -11.226 9.706 38.094
O -10.954 8.305 38.067
O -10.555 10.420 36.981
O -11.036 10.310 39.388
P -7.048 8.404 36.514
O -7.608 8.897 35.081
O -8.101 8.905 37.699
O -7.297 6.808 36.367
O -8.698 8.285 36.358
C -9.586 9.329 29.083
C -8.185 9.341 28.463
O -7.717 8.036 28.634
C -8.512 7.364 29.521
O -8.309 6.271 29.918
O -9.618 8.082 29.767
F -7.365 10.179 29.182
H -10.368 9.291 28.326
H -9.704 10.148 29.788
H -8.143 9.598 27.409
C -15.550 8.051 32.392
C -16.285 7.924 33.712
O -15.473 7.080 34.443
C -14.723 6.324 33.584
O -14.017 5.438 33.919
O -14.810 6.830 32.337
F -17.517 7.319 33.505
H -14.944 8.957 32.399
H -16.189 8.130 31.515
H -16.497 8.902 34.135
C -6.122 12.012 31.683
C -6.328 11.107 32.883
O -6.814 11.964 33.861
C -6.552 13.262 33.503
O -6.857 14.199 34.160
O -5.965 13.306 32.295
F -5.109 10.547 33.205
H -6.989 12.019 31.022
H -5.221 11.833 31.106
H -7.024 10.287 32.730
C -11.842 5.059 31.604
C -10.659 5.421 32.363
N -9.764 5.784 32.975
H -12.376 5.966 31.316
H -12.553 4.524 32.230
H -11.538 4.539 30.698
C -14.042 13.128 34.182
C -14.784 12.067 33.496
N -15.423 11.269 32.977
H -13.904 12.785 35.208
H -14.730 13.970 34.104
H -13.084 13.323 33.715
C -5.587 7.977 31.078
C -6.597 7.675 32.079
N -7.398 7.462 32.863
H -4.635 7.924 31.611
H -5.693 8.975 30.663
H -5.617 7.252 30.269
*
```

Values from the calculation:
**HOMO (alpha / beta)**: -0.137 / -0.139 Ha
**Lowest unoccupied orbital energy (alpha / beta)**: 1.60 / 1.60 eV

# 3
This record from OMol25 describes 2 unconnected molecules or ions with the total composition C5H14O2. The level of theory is wB97M-V/def2-TZVPD.

Structure (ORCA input):
```
! wB97M-V def2-TZVPD RIJCOSX def2/J DEFGRID3
* xyz 0 1
C 0.954 1.958 -1.223
C 0.431 2.012 0.204
C 1.217 1.113 1.136
O -0.929 1.560 0.274
H 0.908 0.921 -1.596
H 2.001 2.301 -1.264
H 0.348 2.597 -1.888
H 0.488 3.056 0.574
H 2.276 1.420 1.169
H 0.805 1.160 2.158
H 1.164 0.069 0.783
H -1.459 2.107 -0.344
C -0.790 -3.241 -0.216
C -1.056 -1.867 0.356
O -0.732 -0.911 -0.657
H 0.271 -3.337 -0.502
H -1.413 -3.410 -1.110
H -1.025 -4.020 0.529
H -2.119 -1.772 0.653
H -0.438 -1.700 1.259
H -0.901 -0.016 -0.296
*
```

Values from the calculation:
**HOMO**: -0.355 Ha
**Lowest unoccupied orbital energy**: 0.79 eV
**SMILES string**: CC(C)O.CCO
**ΔE to the lowest compared entry with this formula, charge and spin**: 3.6 kcal per mole

Number 1: F_max 7.460 eV Å⁻¹. Number 2: F_max 11.054 eV Å⁻¹. Number 3: F_max 1.210 eV Å⁻¹.